Entry from OMol25: a single ClNO2 molecule at a distorted geometry (wB97M-V/def2-TZVPD).

The geometry in XYZ format:
```
4
Properties=species:S:1:pos:R:3:forces:R:3:lowdin_charge:R:1
Cl 1.5078 1.5438 -1.2524 -0.11 0.87 -0.91 0.28
O -1.3406 -0.3262 0.2133 0.75 1.23 -0.82 0.16
O 0.8650 0.0647 -0.0797 0.04 -0.22 0.62 -0.29
N -0.1795 -0.3495 0.3593 -0.67 -1.89 1.11 -0.15
```
Forces are in eV/Å.

- E_tot: -18101.966 eV
- F_max: 2.3 eV/Å
- E_LUMO (alpha / beta): -0.07355 / -0.06957 hartree
- Structure (SMILES): O=NOCl
- HOMO level (alpha / beta): -10.794 / -10.639 eV

***

Entry from OMol25: a molecular structure, ClNa2 at a distorted geometry (wB97M-V/def2-TZVPD).

The geometry in XYZ format:
```
3
Properties=species:S:1:pos:R:3:forces:R:3:lowdin_charge:R:1
Na 5.3819 1.2629 -13.6920 -0.72 0.23 -0.16 0.69
Na 1.7948 -1.1377 -13.0859 -0.05 0.63 -0.25 0.65
Cl 2.5711 1.3052 -13.9751 0.77 -0.87 0.41 -0.34
```
Forces are in eV/Å.

- E_tot: -21351.795 eV
- F_max: 1.2 eV/Å
- E_LUMO: -0.16796 hartree
- Charge: +1
- HOMO level: -13.264 eV

***

Entry from OMol25: a molecular structure, ClNa3O4 at a distorted geometry (wB97M-V/def2-TZVPD).

The geometry in XYZ format:
```
8
Properties=species:S:1:pos:R:3:forces:R:3:lowdin_charge:R:1
O -1.3771 -0.8719 0.3049 -0.15 0.67 2.90 -0.28
O -0.0732 1.0660 0.1693 -0.39 2.16 -0.40 -0.39
Na -1.5542 -0.9685 -1.5721 -1.73 -1.20 -3.53 0.79
Cl -0.0455 -0.3584 0.3471 -2.84 -3.10 0.41 0.71
Na 0.8097 1.1204 -1.7321 1.02 0.84 -1.60 0.82
O 0.5494 -0.6602 1.5672 1.55 -0.22 0.82 -0.18
O 0.5594 -0.8988 -0.8475 1.64 -0.05 -0.41 -0.31
Na 1.1314 1.5715 1.7632 0.90 0.90 1.81 0.83
```
Forces are in eV/Å.

- E_tot: -33940.313 eV
- F_max: 4.2 eV/Å
- E_LUMO: -0.31014 hartree
- Charge: +2
- HOMO level: -20.521 eV

***

Entry from OMol25: a single ClO2 molecule at a distorted geometry (wB97M-V/def2-TZVPD).

The geometry in XYZ format:
```
3
Properties=species:S:1:pos:R:3:forces:R:3:lowdin_charge:R:1
Cl 1.2933 0.1410 0.0000 1.91 0.14 0.00 0.69
O -0.2022 -0.5658 0.0000 -2.29 1.57 0.00 -0.59
O -1.0911 0.4247 0.0000 0.38 -1.71 0.00 -0.10
```
Forces are in eV/Å.

- Expectation value of S²: 0.75
- E_tot: -16611.718 eV
- F_max: 2.8 eV/Å
- E_LUMO (alpha / beta): -0.01376 / -0.06309 hartree
- 2S+1: 2
- HOMO level (alpha / beta): -11.242 / -11.425 eV

***

Entry from OMol25: a molecular structure, ClO3S at a distorted geometry (wB97M-V/def2-TZVPD).

The geometry in XYZ format:
```
5
Properties=species:S:1:pos:R:3:forces:R:3:lowdin_charge:R:1
O -1.6867 -0.9076 0.1932 0.36 0.14 0.10 -0.51
O -0.9965 1.3619 -0.3250 0.34 -0.18 0.00 -0.51
O 1.1233 -0.8094 -0.4540 -1.15 0.40 0.21 -1.00
S -0.7186 0.1542 0.4347 -0.04 -0.54 -0.40 0.70
Cl 2.2785 0.2010 0.1510 0.50 0.17 0.08 0.32
```
Forces are in eV/Å.

- E_tot: -29499.969 eV
- F_max: 1.2 eV/Å
- E_LUMO: 0.14695 hartree
- Charge: -1
- HOMO level: -4.378 eV

***

Entry from OMol25: a molecular structure, ClO4Sr2 at a distorted geometry (wB97M-V/def2-TZVPD).

The geometry in XYZ format:
```
7
Properties=species:S:1:pos:R:3:forces:R:3:lowdin_charge:R:1
Sr 1.7533 0.8954 1.9377 6.46 6.14 6.22 2.04
O 1.0168 0.7047 -1.1452 1.05 0.29 -0.28 -0.18
O 0.1741 -1.5307 -1.0811 -0.03 2.56 2.33 -0.13
O -1.0162 0.3465 -0.2878 -0.65 1.53 0.05 -0.69
Cl 0.2665 -0.2389 -0.4362 1.12 -3.15 -11.57 0.69
Sr -2.9459 0.0581 0.1679 -5.77 -0.72 0.57 2.01
O 0.7514 -0.2350 0.8448 -2.19 -6.66 2.67 -0.74
```
Forces are in eV/Å.

- E_tot: -22344.983 eV
- F_max: 12.0 eV/Å
- E_LUMO: -0.46125 hartree
- Charge: +3
- HOMO level: -23.416 eV

***

> Among the records above, which one has the lowest E_tot?

ClNa3O4

***

> Among the records above, which one has the lowest E_tot?

ClNa3O4